Entry 1:
C2H8N2 | the ωB97M-V functional and the def2-TZVPD basis

Bonds (Å) are listed after each position.
CARTESIAN COORDINATES (ANGSTROEM)
1 C -3.6984 1.5678 1.1366  N2 1.483, H3 1.096, H4 1.088, H5 1.089
2 N -3.4901 0.5012 2.1457  C1 1.483, H6 1.013, H7 1.018
3 H -4.6552 2.0634 1.3374  C1 1.096
4 H -3.7189 1.2078 0.1105  C1 1.088
5 H -2.9711 2.3670 1.2689  C1 1.089
6 H -2.8791 0.8683 2.8658  N2 1.013
7 H -2.9565 -0.2549 1.7220  N2 1.018
8 C 3.6285 -0.9954 -2.2621  N9 1.262, H10 1.097, H11 1.090
9 N 4.3895 -1.2665 -1.2931  C8 1.262, H12 1.021
10 H 3.1798 0.0050 -2.3031  C8 1.097
11 H 3.3903 -1.6931 -3.0651  C8 1.090
12 H 4.7397 -2.2207 -1.3852  N9 1.021

Properties
- relative energy (zero: lowest compared OMol25 entry of this formula, charge and spin) (kJ/mol) = 107.00
- multiplicity = 1
- HOMO energy (Ha) = -0.34350
- orbital gap (eV) = 10.473

Entry 2:
C2H8N2 | the ωB97M-V functional and the def2-TZVPD basis

Bonds (Å) are listed after each position.
CARTESIAN COORDINATES (ANGSTROEM)
1 C 1.2105 -3.7884 -2.3840  H2 1.086, H3 1.097, H4 1.092, H5 1.081
2 H 1.3356 -2.7105 -2.4302  C1 1.086
3 H 1.6943 -4.0130 -1.4251  C1 1.097
4 H 1.8013 -4.3141 -3.1368  C1 1.092
5 H 0.2314 -4.2471 -2.3686  C1 1.081
6 N -0.9809 2.4454 0.6569  C7 1.354, H9 0.999, H10 1.009
7 C -0.8476 2.5923 1.9965  N6 1.354, N8 1.280, H11 1.096
8 N -0.7702 3.7335 2.5710  C7 1.280, H12 1.014
9 H -0.7061 1.5833 0.2343  N6 0.999
10 H -1.1099 3.3239 0.1782  N6 1.009
11 H -0.6972 1.6905 2.6018  C7 1.096
12 H -1.1611 3.7042 3.5061  N8 1.014

Properties
- relative energy (zero: lowest compared OMol25 entry of this formula, charge and spin) (kJ/mol) = 48.35
- multiplicity = 1
- HOMO energy (Ha) = -0.32926
- orbital gap (eV) = 9.789

Entry 3:
C2H8N2 | the ωB97M-V functional and the def2-TZVPD basis

Bonds (Å) are listed after each position.
CARTESIAN COORDINATES (ANGSTROEM)
1 C 0.3915 -5.6349 3.4738  H2 1.093, H3 1.093, H4 1.081, H5 1.098
2 H -0.2151 -4.8931 3.9997  C1 1.093
3 H 1.3917 -5.1976 3.4163  C1 1.093
4 H 0.5197 -6.6277 3.8827  C1 1.081
5 H -0.1569 -5.7241 2.5273  C1 1.098
6 N 0.3237 4.1347 -1.5846  C7 1.404, H9 1.005, H10 0.992
7 C -0.4382 4.1329 -2.7635  N6 1.404, N8 1.259, H11 1.102
8 N -0.3674 3.3358 -3.7360  C7 1.259, H12 1.011
9 H 0.0878 3.3592 -0.9898  N6 1.005
10 H 0.9256 4.8231 -1.1994  N6 0.992
11 H -1.3459 4.7471 -2.6442  C7 1.102
12 H -1.1164 3.5446 -4.3823  N8 1.011

Properties
- relative energy (zero: lowest compared OMol25 entry of this formula, charge and spin) (kJ/mol) = 101.54
- multiplicity = 1
- HOMO energy (Ha) = -0.34649
- orbital gap (eV) = 10.553

Entry 4:
C2H8N2 | the ωB97M-V functional and the def2-TZVPD basis

Bonds (Å) are listed after each position.
CARTESIAN COORDINATES (ANGSTROEM)
1 C -2.2409 1.1138 1.0947  N2 1.422, H3 1.095, H4 1.095, H5 1.111
2 N -3.5446 0.5957 1.3250  C1 1.422, H6 1.009, H7 1.001
3 H -2.0527 1.1205 0.0156  C1 1.095
4 H -1.4162 0.6280 1.6276  C1 1.095
5 H -2.0592 2.1809 1.3445  C1 1.111
6 H -4.1604 0.6745 0.5298  N2 1.009
7 H -4.0562 0.9487 2.1102  N2 1.001
8 C 3.9648 -1.0741 -1.7322  N9 1.243, H10 1.095, H11 1.097
9 N 4.1152 -2.3057 -1.6512  C8 1.243, H12 1.017
10 H 4.6318 -0.4989 -2.3834  C8 1.095
11 H 3.2349 -0.4384 -1.2152  C8 1.097
12 H 3.5834 -2.9450 -1.0652  N9 1.017

Properties
- relative energy (zero: lowest compared OMol25 entry of this formula, charge and spin) (kJ/mol) = 129.71
- multiplicity = 1
- HOMO energy (Ha) = -0.33513
- orbital gap (eV) = 10.101

Entry 5:
C2H8N2 | the ωB97M-V functional and the def2-TZVPD basis

Bonds (Å) are listed after each position.
CARTESIAN COORDINATES (ANGSTROEM)
1 C -2.0128 1.8058 1.8719  H2 1.086, H3 1.084, H4 1.086, H5 1.079
2 H -2.2655 2.7932 1.4964  C1 1.086
3 H -1.2660 1.3864 1.2076  C1 1.084
4 H -2.8834 1.1634 1.7820  C1 1.086
5 H -1.7126 1.9154 2.9023  C1 1.079
6 N 0.7894 -1.3229 -0.4670  C7 1.373, H9 1.009, H10 1.005
7 C 1.4746 -1.1597 -1.6459  N6 1.373, N8 1.268, H11 1.093
8 N 2.7215 -1.3767 -1.7207  C7 1.268, H12 1.013
9 H 1.3731 -1.7576 0.2324  N6 1.009
10 H -0.1838 -1.5650 -0.5352  N6 1.005
11 H 0.8973 -0.7747 -2.4899  C7 1.093
12 H 3.0682 -1.1077 -2.6340  N8 1.013

Properties
- relative energy (zero: lowest compared OMol25 entry of this formula, charge and spin) (kJ/mol) = 4.50
- multiplicity = 1
- HOMO energy (Ha) = -0.34750
- orbital gap (eV) = 10.328

Entry 6:
C2H8N2O | the ωB97M-V functional and the def2-TZVPD basis

Bonds (Å) are listed after each position.
CARTESIAN COORDINATES (ANGSTROEM)
1 C 1.7316 -0.9174 -1.1792  N2 1.487, H5 1.051, H6 1.082, H7 1.152
2 N 0.7757 -0.0579 -0.4326  C1 1.487, C3 1.347, H8 1.016
3 C -0.3428 0.4891 -0.9458  N2 1.347, N4 1.323, H9 1.120
4 N -1.2557 0.9990 -0.1345  C3 1.323, H10 1.045
5 H 1.4191 -1.4386 -2.0361  C1 1.051
6 H 2.2077 -1.5369 -0.4308  C1 1.082
7 H 2.5126 -0.1270 -1.4831  C1 1.152
8 H 0.7274 -0.2573 0.5626  N2 1.016
9 H -0.4015 0.4726 -2.0641  C3 1.120
10 H -2.1731 0.9474 -0.6314  N4 1.045
11 H -1.0956 0.4150 1.6144  O13 1.015
12 H -1.6608 -0.2907 2.7673  O13 0.966
13 O -0.8135 -0.2753 2.3026  H11 1.015, H12 0.966

Properties
- relative energy (zero: lowest compared OMol25 entry of this formula, charge and spin) (kJ/mol) = 180.74
- multiplicity = 2
- HOMO energy (alpha / beta) (Ha) = 0.06335 / -0.16643
- net charge = -1
- expectation value of S² = 0.7518
- orbital gap (alpha / beta) (eV) = 2.281 / 8.997

Entry 7:
C2H8N2O | the ωB97M-V functional and the def2-TZVPD basis

Bonds (Å) are listed after each position.
CARTESIAN COORDINATES (ANGSTROEM)
1 C 0.9460 1.1213 -0.7023  N3 1.267, H10 1.084, H11 1.095
2 C -1.1090 -0.6763 -0.9179  N4 1.269, H12 1.083, H13 1.093
3 N 1.0806 1.2955 0.5455  C1 1.267, H7 1.019
4 N -0.6216 -1.5461 -0.1331  C2 1.269, H9 1.017
5 O -0.1567 -0.3789 2.2636  H6 0.962, H8 1.057
6 H 0.7503 -0.0707 2.1771  O5 0.962
7 H 0.4456 1.9789 0.9559  N3 1.019
8 H -0.3924 -0.9515 1.4069  O5 1.057
9 H -0.0723 -2.2835 -0.5682  N4 1.017
10 H 1.6047 0.4019 -1.1749  C1 1.084
11 H 0.3984 1.7882 -1.3759  C1 1.095
12 H -1.7409 0.0794 -0.4690  C2 1.083
13 H -1.1326 -0.7580 -2.0078  C2 1.093

Properties
- relative energy (zero: lowest compared OMol25 entry of this formula, charge and spin) (kJ/mol) = 287.32
- multiplicity = 1
- HOMO energy (Ha) = -0.35322
- orbital gap (eV) = 10.038

Entry 8:
C2H8N2O | the ωB97M-V functional and the def2-TZVPD basis

Bonds (Å) are listed after each position.
CARTESIAN COORDINATES (ANGSTROEM)
1 C 0.1602 -2.4663 -0.2648  O2 1.435, H3 1.100, H4 1.094, H5 1.084
2 O -0.7571 -1.5558 0.3596  C1 1.435, H9 0.957
3 H 0.8853 -2.7048 0.5276  C1 1.100
4 H -0.1535 -3.4899 -0.4886  C1 1.094
5 H 0.6167 -1.9421 -1.0961  C1 1.084
6 N -0.8343 2.9344 -0.6196  C7 1.272, H10 1.029
7 C 0.2208 2.5448 -0.0260  N6 1.272, N8 1.376, H11 1.095
8 N 0.5157 1.3818 0.6475  C7 1.376, H12 0.999, H13 1.001
9 H -1.6248 -1.7613 0.0124  O2 0.957
10 H -1.5004 2.1542 -0.5416  N6 1.029
11 H 1.1610 3.0979 -0.1162  C7 1.095
12 H -0.1676 0.6924 0.8852  N8 0.999
13 H 1.4779 1.1148 0.7205  N8 1.001

Properties
- relative energy (zero: lowest compared OMol25 entry of this formula, charge and spin) (kJ/mol) = 179.61
- multiplicity = 1
- HOMO energy (Ha) = -0.33472
- orbital gap (eV) = 9.773

Entry 9:
C2H8N2O | the ωB97M-V functional and the def2-TZVPD basis

Bonds (Å) are listed after each position.
CARTESIAN COORDINATES (ANGSTROEM)
1 C -2.0119 1.5330 -0.7703  N2 1.500, H5 1.082, H6 1.087, H7 1.093
2 N -1.7598 1.1424 0.6557  C1 1.500, C3 1.377, H8 1.010
3 C -0.9728 2.0439 1.3368  N2 1.377, N4 1.267, H9 1.091
4 N 0.1043 1.6525 1.8776  C3 1.267, H10 1.014
5 H -1.1152 2.0753 -1.0402  C1 1.082
6 H -2.2224 0.6688 -1.3944  C1 1.087
7 H -2.9714 2.0490 -0.8624  C1 1.093
8 H -1.3893 0.2033 0.6364  N2 1.010
9 H -1.3309 3.0630 1.1826  C3 1.091
10 H 0.5620 2.3177 2.4904  N4 1.014
11 H 3.3647 -4.9563 -2.9925  O13 0.948
12 H 4.2411 -4.5279 -1.7983  O13 0.950
13 O 3.7978 -5.2618 -2.2068  H11 0.948, H12 0.950

Properties
- relative energy (zero: lowest compared OMol25 entry of this formula, charge and spin) (kJ/mol) = 174.65
- multiplicity = 1
- HOMO energy (Ha) = -0.34173
- orbital gap (eV) = 10.382

Entry 10:
C2H8N2O | the ωB97M-V functional and the def2-TZVPD basis

Bonds (Å) are listed after each position.
CARTESIAN COORDINATES (ANGSTROEM)
1 C -2.1086 0.1808 0.8705  N2 1.438, H5 1.044, H6 1.072, H7 1.126
2 N -0.8842 -0.1180 0.1786  C1 1.438, C3 1.375, H8 1.012
3 C -0.3278 0.4853 -0.9243  N2 1.375, N4 1.319, H9 1.132
4 N 0.8494 0.2483 -1.4704  C3 1.319, H10 1.026
5 H -2.3707 1.0539 0.3608  C1 1.044
6 H -1.8522 0.4316 1.8810  C1 1.072
7 H -2.9239 -0.5882 0.7621  C1 1.126
8 H -0.2832 -0.7834 0.6469  N2 1.012
9 H -0.9460 1.3821 -1.2339  C3 1.132
10 H 1.0177 0.9674 -2.1821  N4 1.026
11 H 1.8448 -0.1791 0.2854  O13 0.997
12 H 2.8763 -0.3066 1.4243  O13 1.014
13 O 2.1874 -0.8608 0.9276  H11 0.997, H12 1.014

Properties
- relative energy (zero: lowest compared OMol25 entry of this formula, charge and spin) (kJ/mol) = 151.61
- multiplicity = 1
- HOMO energy (Ha) = -0.33339
- orbital gap (eV) = 10.003

relative energy (zero: lowest compared OMol25 entry of this formula, charge and spin) of number 5 (C2H8N2)? 4.50 kJ/mol

What is the multiplicity in the eighth record? 1